(1)
Formula: C33H41Br42ClN2O6S2
Source: OMol25
Level of theory: ωB97M-V/def2-TZVPD

Calculated values
- F_max (hartree/bohr) = 0.0772
- total energy (hartree) = -111207.89369

XYZ file:
```
127
Properties=species:S:1:pos:R:3:forces:R:3:mulliken_charge:R:1
Br 2.4623 0.9452 -5.9267 0.0 0.0 0.0 -0.02
C 0.1409 0.7556 3.1750 0.1 0.2 0.2 2.03
H 0.6136 -5.8678 -0.4654 0.1 -0.3 0.6 -0.15
Br 4.8251 -4.7319 0.0628 0.0 0.1 0.0 -0.04
C 1.3216 4.1718 -0.0931 0.4 0.3 0.3 -0.80
C -3.6418 -1.1048 -0.3044 -0.1 0.1 -0.2 -0.85
H 0.6068 3.6181 -0.7194 0.1 0.2 0.3 0.48
C 3.0937 1.9996 -7.4170 0.1 0.1 0.0 -0.41
C -0.9990 2.8596 2.3648 -0.4 -0.4 0.6 0.12
Br -7.8456 1.5400 3.4771 -0.1 0.0 -0.1 -0.02
H 2.1056 2.7700 -2.1624 0.3 -0.1 0.2 0.46
Br -4.2767 -4.6307 3.4084 0.3 0.0 0.1 0.07
C 0.7411 4.3805 1.3387 -0.4 0.2 -0.5 -1.12
Br -0.7035 -7.7537 0.4890 0.1 0.1 0.0 -0.06
H -8.3939 -5.6085 1.3255 0.0 0.0 0.0 0.38
Br -8.1243 0.0802 0.6525 -0.4 0.0 0.1 0.02
C -0.6692 3.8113 1.4427 1.0 -0.2 0.6 0.24
Br -1.5827 6.2507 -7.6759 0.4 0.4 -0.5 -0.01
C -3.4810 5.0534 -1.1720 -0.9 1.2 -0.4 -0.90
O 3.6694 0.0696 -1.8162 -0.7 -0.5 -0.5 -0.71
C 2.5147 2.3174 -1.2460 -0.2 1.1 0.6 -1.11
Br 5.6555 5.8428 -1.4905 0.0 0.0 -0.1 -0.03
H 3.7581 1.5139 -3.7527 0.2 0.0 -0.1 0.10
H 0.8777 2.8449 3.5390 -0.1 -0.2 -0.2 0.60
H 3.0903 3.0703 0.7730 -0.2 -0.1 -0.2 0.44
Br 7.7231 4.5943 -3.5743 -0.1 0.0 0.0 -0.01
Br -6.8321 -3.7925 0.7091 -0.1 0.0 0.1 0.00
Br 1.4827 -9.2290 4.8263 0.1 0.0 -0.1 -0.01
Br 7.8661 -1.9529 3.7866 0.4 0.3 0.2 -0.03
Br 9.4877 1.1025 11.4559 0.0 0.0 -0.1 -0.03
H -2.9547 0.1579 1.3197 0.0 0.0 -0.4 0.04
Cl -2.1897 -3.6493 -1.6651 -1.1 1.8 -0.5 -0.26
H -1.8720 -5.2292 3.3828 0.0 0.1 0.0 -0.12
H 1.4413 5.1625 -0.5525 -0.1 -0.4 0.0 0.18
C -3.3753 0.2875 0.3153 -0.8 -0.1 -0.7 -0.21
H 3.4020 4.1548 -0.6174 0.1 -0.3 0.5 -0.33
C -2.3504 2.3334 2.3865 1.5 0.8 -0.2 -0.55
H 9.1748 0.4423 9.0931 0.0 0.0 0.0 0.29
S -2.0510 -1.9950 -0.3225 0.9 0.5 2.8 1.20
Br 7.7379 2.4542 9.1534 0.1 -0.1 0.0 0.01
O -1.7505 -2.3974 1.0711 -2.3 1.2 -2.1 -0.47
Br -3.4121 3.1870 -3.1148 -0.1 -0.8 -1.1 0.20
C -2.4830 -4.7367 4.1285 0.0 0.1 0.0 -0.02
H -4.1775 5.4036 -1.9320 0.1 0.1 0.3 0.72
C 1.2703 -7.1779 -3.7456 0.0 -0.1 0.0 -0.35
Br -2.5953 3.8206 -6.1412 -0.4 -0.4 0.5 0.06
C -0.5572 6.2803 -9.3102 0.0 0.1 0.0 -0.36
C -2.9330 3.7833 0.5218 -0.4 -1.2 1.0 0.37
C 1.5911 0.3710 2.7822 -1.0 0.1 0.1 -1.36
H -4.0082 -1.0479 -1.3378 0.1 0.0 0.2 0.49
Br -5.6344 4.1231 -5.2025 0.2 0.0 0.0 -0.04
C -3.2401 2.7761 1.4779 -2.1 -0.2 0.4 0.11
Br 4.7127 5.1544 -4.4670 0.0 0.1 0.0 0.00
Br 0.4526 -8.9129 -3.5515 0.2 0.1 0.4 0.01
H -1.9413 6.3908 -1.9097 -0.1 -0.1 0.2 0.46
Br 3.1200 -7.1932 -3.2042 -0.1 0.0 0.0 -0.03
N -3.9142 4.1461 -0.3405 1.1 0.7 0.0 -0.47
Br 8.8965 0.3687 5.7254 -0.1 0.0 0.0 -0.02
C 4.4618 -3.1674 1.1365 -0.1 -0.1 0.0 -0.48
C 6.1755 5.7186 -3.3434 0.0 0.0 0.0 -0.38
Br 0.2698 -5.8091 -2.8269 0.4 0.1 -0.3 0.12
Br -1.7180 -2.9876 4.4233 0.0 -0.2 0.0 0.08
C -4.6508 2.1842 1.4734 0.8 -0.5 -0.2 -1.00
C 0.1676 -6.0249 0.5177 -0.1 -0.3 -0.3 0.05
Br -0.3748 4.5186 -10.0698 -0.1 0.1 0.0 -0.04
H 2.2844 1.1850 3.0291 0.0 -0.4 -0.1 0.18
H -0.5864 2.3734 4.3816 0.2 0.0 -0.2 0.38
Br -9.9677 -3.7020 1.3153 0.1 0.0 0.0 -0.04
Br -1.0098 -8.0001 -6.5000 -0.3 0.1 -0.3 -0.04
H 2.6784 -8.3668 2.8432 0.0 0.0 0.0 -0.19
H -1.2474 -0.0616 4.2288 0.0 -0.1 0.3 0.29
H -1.1094 6.8789 -10.0215 0.0 0.0 0.0 0.37
H -4.3755 -1.6059 0.3422 0.5 -0.4 -0.3 0.25
O -1.0090 -1.1681 -0.8221 0.0 0.4 -1.4 -0.56
C -2.7759 -7.4566 -5.9402 -0.1 0.1 0.0 -0.35
Br -2.4168 -5.8209 5.7215 0.0 0.1 -0.1 -0.05
H 1.2486 -6.9307 -4.7990 0.0 0.0 0.0 0.32
Br 2.6173 -2.6255 0.9941 0.2 0.1 -0.1 0.16
H 6.4541 6.7139 -3.6609 0.0 0.0 0.0 0.37
H 1.4291 3.9488 2.0678 -0.3 0.0 -0.1 0.46
Br 4.9745 -3.4452 2.9787 -0.4 -0.2 -0.3 0.03
H 5.0676 -2.3616 0.7419 0.0 0.0 0.0 0.39
H 1.5857 0.1752 1.6999 0.4 0.1 0.3 0.06
N -1.2559 5.2755 -0.3328 -0.5 0.1 -0.1 -0.36
H 1.8493 -0.5601 3.3001 0.1 0.3 -0.2 0.48
H -3.1909 -6.8611 -6.7413 0.0 0.0 0.0 0.36
C 2.9913 -9.0235 3.6444 0.0 0.0 0.0 0.16
H 1.7318 1.6427 -0.8737 0.7 -0.5 -0.3 0.43
Br 1.5781 -5.9852 1.8328 -0.1 -0.1 0.1 0.00
Br 1.1564 7.1288 -9.0614 -0.1 -0.1 0.0 -0.02
C -0.0557 2.2921 3.4183 -0.8 -0.4 -0.1 -1.46
Br -3.9443 -8.9694 -5.6949 0.1 0.1 0.0 -0.02
H -4.1623 2.1362 -5.2341 0.0 0.0 0.0 0.32
Br -10.3627 2.1433 1.6086 0.1 -0.1 0.0 -0.04
Br -2.7170 -6.3386 -4.3704 -0.3 -0.2 -0.3 0.09
H 7.1980 0.4151 3.9317 0.0 0.1 -0.1 0.34
C 9.3069 1.4092 9.5607 0.0 0.0 0.0 -0.27
Br -1.0779 -4.5777 0.7386 2.1 -2.8 1.9 0.32
S 4.0245 1.4484 -1.6795 -1.0 -2.3 -0.1 1.37
H -4.9437 1.5550 -0.5753 0.0 -0.4 0.1 0.29
H 2.7811 1.4859 -8.3160 0.0 0.0 0.1 0.34
H -0.5477 0.4389 2.3728 0.4 0.2 0.0 -0.76
C -3.9772 3.1671 -4.9639 0.2 -0.4 -0.1 -0.44
Br 5.0161 2.1035 -7.4630 -0.2 0.0 0.1 0.00
Br 5.8232 -0.5047 5.7662 0.1 0.0 -0.1 -0.01
Br 10.9047 2.1889 8.8083 -0.1 -0.1 0.0 -0.01
H -7.9505 2.4881 1.1947 0.0 0.0 0.0 0.26
H -4.8334 1.6923 2.4394 0.0 0.4 -0.1 0.24
C -1.6443 4.3009 0.5271 0.9 0.1 0.2 0.60
C -2.1868 5.6305 -1.1663 0.0 0.3 -0.3 -0.39
Br -7.9443 -4.6903 3.5753 0.0 0.1 -0.2 -0.04
C 2.6931 3.4386 -0.1785 -0.2 0.4 -1.3 0.32
C -8.2984 -4.5926 1.6834 -0.1 0.0 0.1 -0.32
Br 4.4798 -8.1718 4.5253 -0.1 -0.1 -0.1 -0.02
H -5.3814 2.9856 1.3130 0.0 -0.4 0.0 0.35
C -4.7275 1.0640 0.3851 0.1 0.3 0.4 -0.05
Br 2.2804 3.7478 -7.4488 0.1 -0.1 0.1 0.11
O 5.0849 1.6671 -0.7736 0.8 1.6 0.3 -0.66
O 4.4044 1.9331 -3.1563 0.0 0.6 0.7 -0.17
C 7.4158 -0.3145 4.6919 0.0 -0.1 0.1 -0.28
Br 3.5000 -10.6997 2.8366 0.0 0.1 0.1 -0.02
H 0.6524 5.4523 1.5795 0.3 -0.3 -0.2 0.38
H -5.5581 0.3883 0.6557 0.5 0.3 -0.3 -0.07
H -2.6416 1.5647 3.1015 0.1 0.2 0.0 0.63
O -0.2970 0.0367 4.3489 0.3 0.0 -0.3 -0.68
H -2.6989 0.8483 -0.3417 0.1 -0.2 0.5 0.35
C -8.4934 1.6797 1.6664 0.0 0.1 0.0 -0.23
```
Forces are in eV/Å.

=====

(2)
Formula: C3H4N2O2
Source: OMol25
Level of theory: ωB97M-V/def2-TZVPD

Calculated values
- spin multiplicity = 3
- energy above the lowest of the compared OMol25 structures with the same formula, charge and spin (eV) = 2.286
- F_max (hartree/bohr) = 0.0766
- total energy (hartree) = -376.47398

XYZ file:
```
11
Properties=species:S:1:pos:R:3:forces:R:3:nbo_charge:R:1
C -1.4042 -0.6291 -0.1652 -1.4 -3.6 -0.5 -0.09
H 2.3894 2.2632 -0.3516 1.2 0.6 0.3 0.48
N 1.4575 0.8432 -0.4458 -1.2 -1.0 0.2 -0.11
H 1.5084 -0.4719 1.1449 1.4 0.2 1.3 0.18
C 1.0421 -0.0978 0.2821 -0.7 -1.1 -0.4 -0.02
H 0.0014 -2.0752 -0.1766 0.8 1.5 0.0 0.23
C -0.0763 -0.9549 -0.0371 -2.6 -0.7 -0.9 -0.23
H -2.0882 -1.5578 -0.5567 1.5 2.3 0.8 0.20
O 2.5561 1.4372 0.1145 0.1 1.1 -0.4 -0.54
O -3.1972 0.8779 -0.1377 0.4 -0.6 0.5 -0.19
N -2.1890 0.3652 0.3291 0.6 1.4 -0.9 0.08
```
Forces are in eV/Å.

=====

(3)
Formula: C2H10N2O3
Source: OMol25
Level of theory: ωB97M-V/def2-TZVPD

Calculated values
- energy above the lowest of the compared OMol25 structures with the same formula, charge and spin (eV) = 5.769
- SMILES = ON(O)O.CCN
- F_max (hartree/bohr) = 0.0594
- total energy (hartree) = -417.26151

XYZ file:
```
17
Properties=species:S:1:pos:R:3:forces:R:3:nbo_charge:R:1
N 0.7155 0.2228 -0.6489 0.0 0.1 0.1 -0.85
C -0.5835 0.8951 -0.7472 -0.1 0.0 -0.1 -0.22
H -0.4889 1.8667 -0.2567 0.0 0.0 0.0 0.19
H 1.4278 0.7527 -1.1416 -0.1 -0.2 -0.1 0.37
H -1.2992 0.3079 -0.1660 0.1 0.1 0.0 0.20
H 0.6588 -0.7097 -1.0497 0.1 0.2 0.0 0.37
H 1.8541 -1.6591 1.5040 -0.4 -2.4 1.9 0.47
O 1.3635 -0.0840 2.0377 -1.4 -0.4 1.0 -0.67
O -0.6186 -1.4213 1.8352 0.4 0.3 -0.4 -0.61
H -0.4022 1.6870 -2.7569 0.0 0.0 0.0 0.20
C -1.0919 1.0730 -2.1762 0.1 0.0 0.2 -0.62
N 0.5511 -1.2365 2.6219 0.6 2.1 -0.2 0.34
H -2.0670 1.5578 -2.1775 -0.1 0.0 0.0 0.22
O 1.4028 -2.2290 2.2727 1.2 0.6 -2.4 -0.55
H -1.3443 -1.2133 2.4393 0.3 0.1 0.1 0.48
H 1.1117 0.0827 1.0837 -0.6 -0.3 0.0 0.49
H -1.1897 0.1071 -2.6737 0.0 0.0 0.0 0.20
```
Forces are in eV/Å.

=====

(4)
Formula: C4H6O2
Source: OMol25
Level of theory: ωB97M-V/def2-TZVPD

Calculated values
- energy above the lowest of the compared OMol25 structures with the same formula, charge and spin (eV) = 3.023
- F_max (hartree/bohr) = 0.0232
- total energy (hartree) = -306.39520

XYZ file:
```
12
Properties=species:S:1:pos:R:3:forces:R:3:nbo_charge:R:1
H 0.8926 1.5110 0.9334 0.0 0.0 0.3 0.23
H -0.1784 1.1648 -2.1881 1.0 0.0 0.7 0.24
C -0.3828 -0.3847 -0.6883 -0.6 -0.6 0.0 0.45
C -0.3659 -0.3825 0.8483 -0.4 0.2 -0.6 -0.02
H -1.1868 0.1286 1.3593 0.2 -0.1 -0.1 0.19
H 1.7463 -0.0459 0.4352 -0.3 0.4 -0.5 0.24
C 0.8109 0.5179 0.5224 0.1 0.6 -0.6 -0.29
H -0.8040 1.7553 -0.5850 -0.2 -0.3 0.0 0.22
H -0.0808 -2.1641 0.4431 0.1 -0.2 0.3 0.49
C -0.2534 0.9750 -1.1013 0.4 -0.1 0.5 -0.42
O -0.1724 -1.6728 1.2931 0.3 0.0 0.0 -0.70
O -0.0252 -1.4027 -1.2722 -0.5 0.1 -0.1 -0.63
```
Forces are in eV/Å.

=====

- What is the total energy in the first record?
  -111207.89369 hartree

=====

- Look up the total energy of the third one.
  -417.26151 hartree

=====

Repeat the fourth record exactly.
Formula: C4H6O2
Source: OMol25
Level of theory: ωB97M-V/def2-TZVPD

Calculated values
- energy above the lowest of the compared OMol25 structures with the same formula, charge and spin (eV) = 3.023
- F_max (hartree/bohr) = 0.0232
- total energy (hartree) = -306.39520

XYZ file:
```
12
Properties=species:S:1:pos:R:3:forces:R:3:nbo_charge:R:1
H 0.8926 1.5110 0.9334 0.0 0.0 0.3 0.23
H -0.1784 1.1648 -2.1881 1.0 0.0 0.7 0.24
C -0.3828 -0.3847 -0.6883 -0.6 -0.6 0.0 0.45
C -0.3659 -0.3825 0.8483 -0.4 0.2 -0.6 -0.02
H -1.1868 0.1286 1.3593 0.2 -0.1 -0.1 0.19
H 1.7463 -0.0459 0.4352 -0.3 0.4 -0.5 0.24
C 0.8109 0.5179 0.5224 0.1 0.6 -0.6 -0.29
H -0.8040 1.7553 -0.5850 -0.2 -0.3 0.0 0.22
H -0.0808 -2.1641 0.4431 0.1 -0.2 0.3 0.49
C -0.2534 0.9750 -1.1013 0.4 -0.1 0.5 -0.42
O -0.1724 -1.6728 1.2931 0.3 0.0 0.0 -0.70
O -0.0252 -1.4027 -1.2722 -0.5 0.1 -0.1 -0.63
```
Forces are in eV/Å.